C4H7NO in the gas phase, computed with ωB97M-V/def2-TZVPD.

Values from the calculation:
Kohn-Sham gap (Eh): 0.388
DFT total energy (Ha): -286.538872
Highest occupied orbital energy (eV): -9.61
SMILES string: CN1C[C@H]1C=O
ΔE to the lowest compared entry with this formula, charge and spin (kcal per mole): 58.2

Geometry as XYZ:
```
13
Properties=species:S:1:pos:R:3:forces:R:3
C -1.258963 -0.801661 -1.016732 -0.44 -0.11 0.21
N -0.452346 0.288145 -0.500202 0.20 -0.19 -0.38
C 0.932391 -0.050473 -0.555730 0.55 -0.06 0.02
C 0.225840 0.089670 0.779230 0.00 0.01 0.05
C 0.629202 1.287907 1.549888 -0.23 0.15 -0.47
O 0.815823 1.290420 2.737018 0.01 0.13 -0.12
H -1.239421 -0.788687 -2.120026 0.00 0.14 0.50
H -2.266620 -0.631083 -0.665645 -0.44 -0.28 -0.10
H -0.902715 -1.790858 -0.683432 -0.12 0.15 0.01
H 1.254754 -1.054011 -0.827460 -0.33 0.00 -0.04
H 1.520282 0.727134 -1.036687 0.41 0.03 0.70
H -0.063197 -0.717033 1.462518 0.36 -0.31 -0.73
H 0.804970 2.150530 0.877259 0.03 0.34 0.34
```
Positions in Å, forces in eV/Å.

2 unconnected molecules or ions with the total composition C4H4O3, computed with ωB97M-V/def2-TZVPD.

Values from the calculation:
Kohn-Sham gap (Eh): 0.399
DFT total energy (Ha): -380.463253
Highest occupied orbital energy (eV): -10.20
ΔE to the lowest compared entry with this formula, charge and spin (kcal per mole): 52.6

Geometry as XYZ:
```
11
Properties=species:S:1:pos:R:3:forces:R:3
O -0.558260 -3.622973 -0.759152 -0.77 1.06 0.64
C -1.141530 -2.784261 -0.262851 0.74 -1.12 -0.67
O 1.225566 -1.132533 0.808447 -0.43 0.47 0.18
C 0.384745 -0.295264 1.035775 0.43 -0.28 -0.09
C 0.404966 1.080445 0.424623 0.17 -0.02 0.12
C -0.057555 1.285909 -0.947459 0.12 -0.06 -0.24
O -0.873725 1.627489 0.166478 -0.20 0.11 0.07
H 1.136601 1.766139 0.856179 -0.06 -0.10 -0.09
H -0.464192 -0.481552 1.723972 0.05 -0.06 -0.12
H -0.381249 0.423637 -1.530993 0.01 0.17 0.12
H 0.324633 2.132963 -1.515017 -0.05 -0.16 0.07
```
Positions in Å, forces in eV/Å.

4 unconnected molecules or ions with the total composition C7H20NO3, computed with ωB97M-V/def2-TZVPD.

Values from the calculation:
Kohn-Sham gap (Eh): 0.339
DFT total energy (Ha): -558.899466
Highest occupied orbital energy (eV): -12.06
ΔE to the lowest compared entry with this formula, charge and spin (kcal per mole): 26.4
Total charge: +1

Geometry as XYZ:
```
31
Properties=species:S:1:pos:R:3:forces:R:3
C 0.919969 1.083098 -0.709190 -1.31 0.64 -0.69
C -0.527578 0.622213 -0.437397 -0.48 -0.06 -0.34
C -0.816353 -0.000477 0.908056 0.94 0.10 0.30
C -0.062150 -0.911262 1.532584 -0.02 -0.89 0.26
C -2.860820 0.124526 2.274243 -1.88 -1.16 -0.61
C -1.827443 0.734983 1.711262 -0.02 -0.49 1.26
C -1.427538 2.161463 2.072752 -1.43 -0.04 -1.80
N 1.717153 0.161518 -1.579644 1.10 -1.38 -0.16
H 1.457963 1.361531 0.190077 0.16 -0.42 0.09
H 0.759446 2.016055 -1.255386 0.58 -0.13 -0.17
H -0.922338 0.031356 -1.279257 0.49 -0.35 0.32
H -1.209461 1.477390 -0.542168 0.53 0.19 0.28
H 0.803165 -1.515841 1.236977 -0.21 0.62 -0.87
H -0.336329 -1.243103 2.521903 -0.30 0.35 0.29
H -3.245667 -0.896594 2.065216 1.17 0.41 -0.30
H -3.684810 0.563549 2.826260 0.64 0.89 0.42
H -2.007695 2.815037 1.368068 0.77 -0.13 0.52
H -0.361061 2.268660 1.879378 -0.05 0.42 0.46
H -1.782029 2.428973 3.061949 0.44 -0.05 0.18
H 1.186216 -0.648896 -1.996173 -0.26 0.95 0.46
H 2.592301 -0.239007 -1.104653 -1.06 0.83 0.08
H 2.081002 0.632152 -2.406514 -0.10 0.27 0.09
H -1.038652 -3.448895 -1.273930 0.01 0.20 0.29
H -0.734102 -2.192647 -0.388334 -0.20 -0.30 -0.01
O -0.384014 -2.765836 -1.083556 0.22 -0.23 0.03
H -0.426853 -0.768171 -3.904519 0.00 0.07 -0.24
H 0.191875 -2.066621 -3.352040 -0.28 -0.03 0.14
O -0.009031 -1.149587 -3.128877 0.08 -0.09 -0.56
H 3.633319 0.264858 0.852815 0.62 -0.64 -0.26
H 4.493905 -0.800121 -0.032865 -0.04 0.31 0.68
O 3.827610 -0.100306 -0.027037 -0.11 0.13 -0.13
```
Positions in Å, forces in eV/Å.

2 unconnected molecules or ions with the total composition C12H26B3F5N4O6, computed with ωB97M-V/def2-TZVPD.

Values from the calculation:
Kohn-Sham gap (Eh): 0.322
DFT total energy (Ha): -1717.496330
Highest occupied orbital energy (eV): -9.76

Geometry as XYZ:
```
56
Properties=species:S:1:pos:R:3:forces:R:3
C -1.892777 4.618031 -0.536176 0.42 -0.47 0.17
C -0.372738 4.700398 -0.770232 -0.49 0.45 -0.14
O 0.401845 4.343135 0.358464 -0.15 0.12 0.01
C 0.290771 2.993041 0.705417 0.61 -0.68 0.27
C 1.607399 2.236964 0.472048 -0.72 -0.08 -0.74
O 1.510824 1.487512 -0.762730 -0.05 0.12 0.13
C 1.535276 0.112376 -0.607237 0.53 0.14 -0.63
N 0.365306 -0.391878 0.109499 -0.14 -0.41 0.57
C -0.952388 -0.421638 -0.196378 -0.19 0.21 -0.62
N -1.519740 0.024343 -1.335369 0.41 0.23 0.25
C -0.878560 0.581381 -2.483788 -0.84 0.62 -0.81
F -0.121921 -0.381901 -3.119780 0.38 -0.08 0.16
C -1.940350 1.060606 -3.463318 -0.64 -0.20 0.16
C -2.789595 -0.074034 -4.038103 0.34 -0.22 -0.04
N -1.684538 -0.966189 0.772348 0.54 -0.18 0.25
C -0.787121 -1.322551 1.713409 -0.61 0.03 -0.76
B -1.301168 -2.050297 3.042413 0.70 0.02 0.60
O -2.049455 -3.176684 2.952346 -0.09 0.34 -0.26
O -0.953230 -1.492874 4.245003 -0.47 0.01 -0.18
C -1.740108 -0.335554 4.552968 0.18 0.46 0.09
N 0.439987 -0.983623 1.348441 -0.25 0.23 1.04
C 1.636786 -1.257935 2.144013 1.08 -0.53 -0.31
B 2.141302 -2.742968 1.763776 0.41 -0.62 0.13
O 2.304104 -3.674939 2.766058 -0.98 0.72 0.12
O 2.338362 -3.040977 0.457866 0.05 0.87 0.35
H -2.365476 5.585282 -0.652099 -0.17 0.05 -0.23
H -2.103979 4.287331 0.477893 0.05 0.01 0.16
H -2.323396 3.871235 -1.198232 -0.33 0.16 -0.15
H -0.088918 4.110185 -1.644062 0.12 -0.19 0.00
H -0.129456 5.730981 -1.005010 0.32 0.09 0.10
H -0.472473 2.470574 0.126981 -0.21 0.08 -0.06
H 0.031932 2.871992 1.759554 -0.13 0.37 0.13
H 2.411122 2.950377 0.331399 0.22 0.03 0.27
H 1.787191 1.547999 1.294298 0.28 0.04 0.14
H 1.559087 -0.361753 -1.582138 -0.14 0.10 -0.20
H 2.449831 -0.192244 -0.108715 -0.18 -0.35 0.40
H -2.519250 -0.065810 -1.374677 -0.11 -0.27 0.11
H -0.255069 1.436476 -2.244311 0.50 -0.26 0.30
H -1.473577 1.648716 -4.245045 0.27 -0.11 -0.12
H -2.621845 1.740538 -2.949936 0.17 0.25 0.17
H -3.200735 0.214762 -4.997566 -0.25 0.06 -0.05
H -2.203959 -0.973039 -4.203167 0.19 -0.04 -0.10
H -3.598369 -0.362174 -3.372035 -0.22 0.08 0.02
H -2.992962 -2.999240 2.889788 -0.17 -0.41 -0.05
H -1.270534 0.563643 4.154421 0.08 0.08 -0.06
H -1.816078 -0.231535 5.627423 0.09 -0.13 0.17
H -2.754831 -0.381459 4.153034 -0.05 -0.19 -0.05
H 1.444930 -1.143432 3.202844 -0.54 0.15 0.07
H 2.459907 -0.588224 1.905727 -0.20 0.35 -0.15
H 1.656903 -4.378484 2.634595 0.57 -0.62 -0.03
H 3.253882 -2.881617 0.170944 -0.01 -0.77 -0.79
B 3.914769 -4.875744 -1.857988 -0.23 -0.23 -0.09
F 2.617218 -4.344990 -2.034785 -0.05 0.12 -0.03
F 3.864049 -5.940212 -0.946425 0.03 0.06 0.10
F 4.411670 -5.312567 -3.086381 0.14 0.14 0.05
F 4.740145 -3.841315 -1.317286 -0.10 0.23 0.18
```
Positions in Å, forces in eV/Å.

C8H13NS in the gas phase, computed with ωB97M-V/def2-TZVPD.

Values from the calculation:
Kohn-Sham gap (Eh): 0.314
DFT total energy (Ha): -765.450178
Highest occupied orbital energy (eV): -7.79
SMILES string: C[C@H]1C=CCCN(C)C1=S
ΔE to the lowest compared entry with this formula, charge and spin (kcal per mole): 48.8

Geometry as XYZ:
```
23
Properties=species:S:1:pos:R:3:forces:R:3
C -1.656056 0.361119 1.219144 0.24 0.11 -0.12
C -1.045807 1.437424 0.785726 -1.34 3.38 -0.52
C 1.302331 0.287125 0.048032 -2.95 2.46 -0.66
C -1.331488 -1.081638 1.030185 0.85 2.67 -3.41
C -0.578940 -1.419499 -0.296616 0.48 -0.78 2.64
C 0.168648 1.697251 -0.022827 3.78 -3.08 -0.13
C -0.045724 2.117275 -1.523597 -1.07 -2.96 2.24
C 1.806548 -2.032044 -0.124968 2.49 4.06 1.79
N 0.816994 -0.928066 -0.156823 0.78 -2.10 0.39
S 2.893181 0.634993 0.254739 0.32 0.78 0.27
H -2.497641 0.690779 1.782875 -0.89 -0.84 0.56
H -1.693052 2.409925 1.031189 1.81 -1.75 -0.52
H -0.758575 -1.386216 1.804540 1.72 -1.45 2.59
H -2.214998 -1.564761 0.968402 -2.94 -1.94 0.28
H -0.675245 -2.599097 -0.368993 0.85 2.57 -0.30
H -0.968906 -0.923865 -1.135145 -1.08 0.35 -1.17
H 0.887428 2.311149 0.554339 -0.76 0.36 -0.59
H 0.772682 2.396221 -2.118990 1.48 -0.25 -0.43
H -0.616337 2.963495 -1.420268 -1.83 2.14 -0.19
H -0.677330 1.291710 -1.943901 0.65 0.92 -0.17
H 2.821448 -1.429884 -0.373010 -2.02 -2.26 0.63
H 1.818760 -2.579181 0.826896 0.22 0.51 0.06
H 1.472088 -2.654211 -0.820923 -0.80 -2.92 -3.22
```
Positions in Å, forces in eV/Å.

4 unconnected molecules or ions with the total composition C23H37FN2O12S, computed with ωB97M-V/def2-TZVPD.

Values from the calculation:
Kohn-Sham gap (Eh): 0.349
DFT total energy (Ha): -2409.031293
Highest occupied orbital energy (eV): -9.19
SMILES string: CCSC[C@@H](C#N)[C@@](F)(C#N)CC(=O)OC(C)=O.CCOC(=O)OC.CCOC(=O)OC.CCOC(=O)OC

Geometry as XYZ:
```
76
Properties=species:S:1:pos:R:3:forces:R:3
C 7.829208 -0.040735 2.091074 0.51 -0.07 -0.41
C 7.012498 -0.505321 0.866591 0.20 0.58 0.37
S 5.200475 -0.281554 0.991793 -0.35 -0.10 0.05
C 4.913039 1.379465 1.728020 0.99 -0.22 0.26
C 3.449018 1.432806 2.272838 1.01 0.66 0.45
C 3.565852 1.659724 3.758856 -0.67 -1.33 -1.60
N 3.640204 1.518410 4.889208 0.24 0.39 0.79
C 2.619242 2.609541 1.698644 -1.01 -0.29 -0.32
F 3.016605 3.741013 2.384129 0.26 0.08 -0.51
C 2.866661 2.816006 0.223921 0.53 0.31 1.86
N 3.228909 3.187501 -0.793360 -0.08 -0.08 -0.86
C 1.073067 2.492492 1.885854 -0.59 -0.91 -0.82
C 0.602244 1.297245 2.711976 0.17 0.20 -0.01
O 0.586469 1.263552 3.890726 0.17 0.10 0.39
O 0.114471 0.137535 2.018760 -0.54 0.55 0.25
C -1.264322 0.222586 2.063633 -1.06 -0.96 -0.68
C -2.099333 -1.060278 2.012712 1.21 0.15 -0.16
O -1.822051 1.278988 2.106801 0.30 0.70 0.22
H 7.580962 0.965649 2.452096 -0.02 -0.32 -0.15
H 8.887030 0.001943 1.772874 -0.37 -0.02 0.21
H 7.776904 -0.754197 2.923957 -0.22 0.26 -0.22
H 7.183702 -1.586751 0.753833 -0.37 0.36 -0.16
H 7.337731 -0.003873 -0.057253 0.03 -0.16 0.39
H 5.610992 1.451250 2.574560 -0.38 0.11 -0.26
H 5.167619 2.205594 1.049093 -0.34 -0.30 0.03
H 3.002136 0.444657 2.070719 -0.22 0.46 0.26
H 0.607418 2.396396 0.891471 0.16 0.05 0.37
H 0.641258 3.397900 2.336277 0.46 -0.26 0.04
H -2.567531 -1.153543 3.002582 0.14 -0.10 -0.33
H -1.476618 -1.934835 1.779001 -0.35 0.18 0.15
H -2.875389 -0.915608 1.251314 0.22 -0.06 0.28
C -3.391057 3.122938 4.114993 -0.28 0.25 -0.02
C -2.035384 3.729773 4.403908 -0.12 -0.51 0.14
O -1.925099 5.051533 3.852903 0.13 0.14 0.03
C -2.500159 6.020723 4.566306 0.03 -0.09 -0.16
O -3.073185 5.887804 5.615240 0.00 0.04 0.02
O -2.333194 7.172028 3.907655 0.04 -0.04 0.04
C -2.958170 8.294485 4.530096 -0.08 0.29 0.04
H -3.605803 3.154997 3.046462 0.12 -0.13 0.00
H -3.422118 2.085825 4.449432 0.05 0.01 -0.03
H -4.184580 3.672439 4.623082 0.08 -0.02 0.11
H -1.259998 3.136657 3.924306 0.03 0.20 -0.10
H -1.820445 3.742665 5.472918 -0.07 0.19 -0.02
H -2.658304 8.384152 5.572873 -0.08 -0.11 0.00
H -4.042024 8.209946 4.452763 0.02 -0.04 0.13
H -2.633732 9.182425 3.992685 0.08 -0.15 -0.12
C -0.654854 -6.315332 -2.873511 -0.14 0.23 -0.05
C 0.668823 -5.980131 -2.217063 -0.21 -0.54 -0.02
O 1.057606 -4.627571 -2.496609 0.12 0.13 0.11
C 0.460201 -3.695316 -1.756007 0.00 -0.10 -0.20
O -0.344728 -3.886362 -0.881411 0.03 0.05 0.05
O 0.896772 -2.500590 -2.166418 0.04 -0.02 0.05
C 0.275483 -1.400144 -1.505327 -0.11 0.36 0.10
H -0.618956 -6.094852 -3.941925 0.07 -0.10 0.00
H -0.891592 -7.371140 -2.738668 0.04 0.01 0.00
H -1.465277 -5.723566 -2.446985 0.04 -0.05 0.09
H 1.455998 -6.611451 -2.627548 0.10 0.23 -0.06
H 0.639046 -6.153949 -1.140913 -0.05 0.19 -0.01
H 0.342464 -1.498499 -0.422487 -0.07 -0.10 -0.03
H -0.766604 -1.319313 -1.817303 -0.02 -0.06 0.13
H 0.799766 -0.495165 -1.804699 0.13 -0.16 -0.15
C -5.575908 -3.972368 -6.390760 0.15 -0.04 0.22
C -4.921656 -3.049606 -7.398375 -0.41 -0.31 -0.14
O -4.008682 -2.147416 -6.759547 0.13 0.09 -0.08
C -2.813993 -2.660185 -6.460314 -0.11 0.10 0.07
O -2.443285 -3.781224 -6.692563 0.02 0.00 0.00
O -2.099220 -1.712093 -5.848825 -0.02 0.00 -0.08
C -0.810463 -2.146243 -5.412425 0.32 -0.01 0.17
H -6.039560 -3.395117 -5.588993 -0.08 0.03 -0.10
H -6.339195 -4.584573 -6.872214 0.01 0.04 -0.02
H -4.841969 -4.634996 -5.931575 0.01 -0.02 -0.10
H -5.677760 -2.426714 -7.875157 0.15 0.19 0.10
H -4.416348 -3.609767 -8.185844 0.14 0.02 0.13
H -0.250245 -2.602717 -6.226547 -0.11 -0.11 0.03
H -0.915219 -2.844716 -4.581849 0.05 -0.10 -0.11
H -0.265863 -1.270831 -5.066463 -0.22 0.10 -0.03
```
Positions in Å, forces in eV/Å.